Density functional theory data (wB97M-V/def2-TZVPD) for a cluster of 2 separate species, C2H5PS in total.

Charge: 0
Highest occupied orbital energy: -8.422 eV
Relative energy (zero: lowest compared OMol25 entry of this formula, charge and spin): 3.077 eV
2S+1: 1
Frontier orbital gap: 7.89 eV
Total energy: -818.58482 hartree
LUMO energy: -0.53 eV
F_max: 5.4 eV Å⁻¹

Atoms and positions in Å:
C  1.45  -0.63  -0.29
C  -0.58  -0.28  0.58
P  -0.89  1.48  -0.03
S  2.59  0.47  -0.05
H  1.39  -1.57  -0.66
H  -0.48  -0.39  1.65
H  -1.16  -1.03  0.15
H  0.35  1.83  0.12
H  -1.12  1.97  1.36

Density functional theory data (wB97M-V/def2-TZVPD) for an isolated molecule of C4H5N3.

Charge: 0
Highest occupied orbital energy (alpha / beta): -7.636 / -7.554 eV
Relative energy (zero: lowest compared OMol25 entry of this formula, charge and spin): 5.382 eV
2S+1: 1
Frontier orbital gap (alpha / beta): 7.44 / 7.66 eV
Total energy: -319.51442 hartree
LUMO energy (alpha / beta): -0.20 / 0.11 eV
F_max: 0.8 eV Å⁻¹

Atoms and positions in Å:
N  2.29  -0.35  -0.14
C  1.08  -0.73  -0.52
N  0.21  -1.34  0.18
C  -1.06  -1.05  0.32
C  -1.58  0.24  0.13
C  -0.85  1.50  0.05
N  -0.29  1.25  -1.04
H  2.95  -0.04  -0.84
H  2.60  -0.35  0.82
H  -1.75  -1.87  0.50
H  -2.65  0.30  -0.06
H  -0.97  2.44  0.60

Density functional theory data (wB97M-V/def2-TZVPD) for a structure of composition C27H54O27.

Charge: 0
Highest occupied orbital energy: -10.163 eV
Relative energy (zero: lowest compared OMol25 entry of this formula, charge and spin): 14.099 eV
2S+1: 1
Frontier orbital gap: 10.55 eV
Total energy: -3092.21107 hartree
LUMO energy: 0.39 eV
F_max: 10.2 eV Å⁻¹

Atoms and positions in Å:
C  5.15  -0.47  3.13
O  5.88  -0.62  1.94
C  5.39  -0.39  0.74
O  4.10  -0.35  0.58
O  6.29  -0.35  -0.31
C  5.82  -0.37  -1.60
H  5.52  -0.90  4.05
H  4.29  -0.90  3.05
H  4.80  0.63  3.28
H  5.24  0.57  -2.01
H  5.38  -1.46  -1.79
H  6.61  -0.20  -2.36
C  0.26  1.65  -4.67
O  1.38  1.54  -3.73
C  1.56  2.24  -2.75
O  0.70  2.97  -2.27
O  2.70  2.14  -1.94
C  3.08  3.00  -0.99
H  -0.19  0.78  -5.06
H  0.59  2.42  -5.41
H  -0.57  2.07  -4.28
H  3.30  3.99  -1.38
H  4.02  2.70  -0.39
H  2.26  2.99  -0.33
C  1.75  2.61  3.63
O  2.19  1.47  4.42
C  2.23  1.72  5.74
O  2.12  2.79  6.40
O  2.51  0.57  6.25
C  2.95  0.39  7.57
H  2.01  2.62  2.59
H  2.13  3.52  4.19
H  0.76  2.53  3.76
H  4.04  0.64  7.74
H  2.70  -0.90  7.91
H  2.21  0.86  8.09
C  3.85  -3.57  5.00
O  2.79  -3.28  4.10
C  1.79  -3.94  4.29
O  1.57  -4.68  5.29
O  1.07  -4.00  3.24
C  -0.32  -4.42  3.16
H  4.68  -3.08  4.70
H  4.36  -4.61  4.90
H  3.80  -3.24  5.95
H  -0.57  -5.57  3.27
H  -0.76  -4.39  2.16
H  -0.83  -3.90  3.88
C  -2.13  4.27  -2.65
O  -3.34  4.61  -3.26
C  -3.59  4.53  -4.58
O  -2.89  3.86  -5.36
O  -4.84  5.08  -4.75
C  -5.05  5.38  -6.18
H  -1.92  4.96  -1.85
H  -1.42  4.38  -3.39
H  -1.93  3.20  -2.58
H  -4.78  4.63  -6.94
H  -4.51  6.24  -6.40
H  -6.21  5.64  -6.36
C  2.20  -1.26  -1.85
O  1.14  -1.17  -2.76
C  0.86  -2.19  -3.57
O  1.54  -3.28  -3.46
O  0.00  -1.93  -4.62
C  -0.40  -3.06  -5.31
H  1.89  -0.67  -1.07
H  2.95  -0.70  -2.50
H  2.56  -2.18  -1.51
H  0.42  -3.48  -5.91
H  -1.13  -2.94  -6.18
H  -0.97  -3.76  -4.65
C  -6.41  2.04  -2.89
O  -5.04  1.80  -2.89
C  -4.34  0.95  -2.10
O  -4.90  0.15  -1.30
O  -2.97  0.89  -2.29
C  -2.13  0.08  -1.42
H  -6.62  2.91  -3.44
H  -6.63  2.23  -1.99
H  -6.91  1.05  -3.05
H  -2.44  0.30  -0.40
H  -1.14  0.65  -1.36
H  -1.88  -0.92  -1.73
C  1.04  -1.13  2.14
O  0.85  -0.17  1.04
C  0.02  0.95  1.48
O  -0.83  1.01  2.44
O  -0.01  2.01  0.60
C  -0.84  3.10  0.85
H  0.19  -1.83  2.33
H  1.40  -0.69  2.96
H  1.89  -1.84  1.78
H  -1.81  2.98  0.66
H  -0.47  3.75  0.11
H  -0.62  3.43  1.84
C  -2.96  -2.03  1.73
O  -3.26  -3.08  0.71
C  -4.27  -3.88  0.91
O  -5.00  -3.94  1.90
O  -4.53  -4.66  -0.15
C  -5.34  -5.85  -0.02
H  -3.92  -1.40  1.88
H  -2.10  -1.51  1.32
H  -2.66  -2.70  2.62
H  -6.23  -5.93  0.64
H  -4.54  -6.66  0.11
H  -5.64  -6.05  -1.04

Density functional theory data (wB97M-V/def2-TZVPD) for a cluster of 2 separate species, CH6N3O in total.

Charge: +1
Highest occupied orbital energy: -13.485 eV
Relative energy (zero: lowest compared OMol25 entry of this formula, charge and spin): 4.459 eV
2S+1: 1
Frontier orbital gap: 8.69 eV
Total energy: -280.76948 hartree
LUMO energy: -4.80 eV
F_max: 4.5 eV Å⁻¹

Atoms and positions in Å:
C  -0.20  0.15  -0.95
N  2.96  0.64  -0.41
N  -0.92  0.17  0.11
N  -1.45  -0.87  0.79
O  1.95  0.75  0.22
H  0.15  1.10  -1.35
H  0.17  -0.74  -1.55
H  -1.41  1.12  0.40
H  2.95  -0.19  -1.13
H  -1.07  -1.72  0.66
H  -1.91  -0.56  1.66

Density functional theory data (wB97M-V/def2-TZVPD) for a cluster of 7 separate species, C56H62N2O16 in total.

Structure (SMILES): COCCCCCCC[C@]1(CCCCCCOC(C)=O)C[C@H](N)NC1=O.O=C1C=CC(=O)C=C1.O=C1C=CC(=O)C=C1.O=C1C=CC(=O)C=C1.O=C1C=CC(=O)C=C1.O=C1C=CC(=O)C=C1.O=C1C=CC(=O)C=C1
Charge: 0
Highest occupied orbital energy: -9.698 eV
2S+1: 1
Frontier orbital gap: 7.89 eV
Total energy: -3484.23147 hartree
LUMO energy: -1.81 eV
F_max: 1.6 eV Å⁻¹

Atoms and positions in Å:
C  4.93  -0.26  0.52
O  4.77  0.25  -0.80
C  3.69  -0.37  -1.49
C  3.59  0.25  -2.87
C  2.26  -0.10  -3.54
C  1.99  0.76  -4.79
C  1.93  2.26  -4.51
C  0.92  2.65  -3.40
C  1.59  3.64  -2.43
C  0.83  4.01  -1.13
C  -0.62  4.37  -1.46
C  -1.59  3.18  -1.37
C  -2.91  3.43  -2.10
C  -3.83  2.18  -2.16
C  -3.77  1.26  -0.93
C  -3.14  -0.10  -1.21
O  -3.65  -0.64  -2.44
C  -3.40  -1.96  -2.65
C  -1.96  -2.41  -2.72
O  -4.31  -2.73  -2.82
C  1.63  5.23  -0.56
C  2.79  4.61  0.27
N  4.12  4.81  -0.27
N  2.47  3.15  0.40
C  1.07  3.05  0.04
O  0.28  2.38  0.64
H  4.80  -1.34  0.55
H  5.94  -0.01  0.85
H  4.23  0.25  1.20
H  2.76  -0.18  -0.95
H  3.84  -1.45  -1.54
H  4.42  -0.09  -3.49
H  3.69  1.33  -2.72
H  1.44  -0.05  -2.82
H  2.32  -1.14  -3.87
H  2.76  0.53  -5.53
H  1.03  0.46  -5.23
H  2.91  2.62  -4.22
H  1.68  2.77  -5.45
H  0.54  1.77  -2.89
H  0.07  3.15  -3.88
H  2.56  3.20  -2.19
H  1.81  4.55  -2.99
H  -0.97  5.13  -0.75
H  -0.68  4.85  -2.44
H  -1.10  2.28  -1.73
H  -1.79  3.04  -0.31
H  -3.41  4.31  -1.70
H  -2.66  3.69  -3.14
H  -4.86  2.53  -2.27
H  -3.61  1.65  -3.08
H  -3.25  1.70  -0.09
H  -4.79  1.07  -0.59
H  -3.44  -0.78  -0.40
H  -2.05  -0.05  -1.19
H  -1.60  -2.21  -3.73
H  -1.88  -3.47  -2.52
H  -1.31  -1.83  -2.05
H  2.11  5.83  -1.33
H  1.03  5.87  0.08
H  2.80  4.95  1.31
H  4.27  4.23  -1.09
H  4.79  4.51  0.43
H  2.99  2.55  -0.24
C  -5.92  -4.70  2.23
C  -5.31  -5.88  2.07
C  -4.88  -6.34  0.73
O  -4.32  -7.41  0.58
C  -5.14  -5.44  -0.43
C  -5.74  -4.27  -0.26
C  -6.18  -3.80  1.08
O  -6.72  -2.73  1.23
H  -6.24  -4.35  3.20
H  -5.11  -6.54  2.90
H  -4.81  -5.79  -1.40
H  -5.93  -3.59  -1.09
C  7.04  3.06  -0.47
C  7.67  2.84  -1.62
C  8.69  3.79  -2.13
O  9.26  3.59  -3.18
C  8.98  5.00  -1.31
C  8.34  5.22  -0.16
C  7.33  4.26  0.35
O  6.75  4.47  1.40
H  6.30  2.37  -0.08
H  7.47  1.96  -2.22
H  9.72  5.68  -1.71
H  8.53  6.09  0.45
C  -5.67  -9.91  6.37
C  -5.55  -8.92  5.49
C  -5.22  -7.54  5.92
O  -5.11  -6.64  5.12
C  -5.02  -7.31  7.37
C  -5.14  -8.29  8.25
C  -5.47  -9.68  7.82
O  -5.58  -10.58  8.63
H  -5.91  -10.93  6.08
H  -5.68  -9.07  4.42
H  -4.78  -6.29  7.66
H  -5.00  -8.14  9.32
C  7.10  4.16  5.65
C  7.46  4.93  4.62
C  8.06  6.27  4.85
O  8.40  6.98  3.92
C  8.23  6.72  6.26
C  7.86  5.95  7.28
C  7.27  4.61  7.05
O  6.94  3.91  7.98
H  6.66  3.18  5.51
H  7.35  4.63  3.59
H  8.67  7.70  6.40
H  7.98  6.26  8.31
C  0.59  -3.42  2.12
C  0.65  -3.23  0.80
C  0.70  -1.87  0.23
O  0.75  -1.69  -0.97
C  0.70  -0.72  1.17
C  0.65  -0.91  2.48
C  0.59  -2.28  3.06
O  0.54  -2.45  4.26
H  0.55  -4.41  2.56
H  0.65  -4.05  0.10
H  0.75  0.27  0.73
H  0.65  -0.09  3.19
C  -9.65  -2.28  -5.55
C  -9.85  -3.39  -4.84
C  -8.74  -4.01  -4.06
O  -8.92  -5.02  -3.42
C  -7.42  -3.34  -4.11
C  -7.22  -2.23  -4.82
C  -8.33  -1.61  -5.59
O  -8.16  -0.60  -6.24
H  -10.44  -1.81  -6.12
H  -10.81  -3.89  -4.79
H  -6.62  -3.80  -3.53
H  -6.27  -1.73  -4.86

Density functional theory data (wB97M-V/def2-TZVPD) for a structure of composition C2H3O2S2.

Charge: -1
Highest occupied orbital energy: -4.053 eV
Relative energy (zero: lowest compared OMol25 entry of this formula, charge and spin): 2.437 eV
2S+1: 1
Frontier orbital gap: 7.46 eV
Total energy: -1024.84464 hartree
LUMO energy: 3.41 eV
F_max: 3.6 eV Å⁻¹

Atoms and positions in Å:
C  2.00  -0.05  0.01
C  -1.70  0.13  0.05
O  -0.30  -1.02  -0.07
O  -2.40  0.34  -0.96
S  3.46  0.56  -0.52
S  0.79  -0.55  -1.06
H  1.56  0.08  0.99
H  -1.22  0.97  0.65
H  -2.19  -0.46  0.91